Below is 9 unconnected molecules or ions with the total composition H18O9 in a non-equilibrium geometry, with properties calculated with the ωB97M-V functional and the def2-TZVPD basis.

Values from the calculation:
* calculated total energy: -18719.848 eV
* HOMO energy: -10.384 eV
* SMILES string: O.O.O.O.O.O.O.O.O
* gap between HOMO and LUMO: 10.2297 eV
* ΔE to the lowest compared entry with this formula, charge and spin: 52.7 kcal/mol
* F_max: 3.47 eV/A

```
! wB97M-V def2-TZVPD RIJCOSX def2/J DEFGRID3
* xyz 0 1
O 0.707 -2.650 -0.264
H 0.811 -1.890 -0.885
H 1.557 -2.944 0.022
O 3.016 1.834 0.428
H 3.226 1.035 -0.082
H 2.208 2.167 -0.010
O 3.358 -0.504 -0.688
H 4.156 -0.936 -0.374
H 2.749 -0.829 -0.041
O 0.153 2.506 0.258
H 0.216 2.442 1.211
H -0.071 3.466 0.218
O -2.775 2.366 0.002
H -3.059 3.304 -0.216
H -1.864 2.529 0.093
O -0.651 -0.397 1.862
H -0.417 -1.206 2.298
H -0.200 -0.392 1.021
O -1.754 -3.258 -0.364
H -0.815 -3.055 -0.353
H -1.705 -4.246 -0.465
O 0.159 -0.006 -0.861
H 0.145 0.942 -0.639
H -0.769 -0.183 -0.980
O -2.683 -0.154 -0.722
H -2.893 -0.675 0.043
H -2.799 0.743 -0.499
*
```

Mulliken atomic charge list, values in e, 4 entries:
1. O -0.7120
2. H 0.2983
3. H 0.2930
4. O -0.6923

=====

Below is a molecular structure, C63H76N11O6P2S4SiSr in a non-equilibrium geometry, with properties calculated with the ωB97M-V functional and the def2-TZVPD basis.

Values from the calculation:
* calculated total energy: -165879.097 eV
* HOMO energy: -4.688 eV
* gap between HOMO and LUMO: 6.3358 eV
* ΔE to the lowest compared entry with this formula, charge and spin: 4.2 kcal/mol
* F_max: 2.91 eV/A

```
! wB97M-V def2-TZVPD RIJCOSX def2/J DEFGRID3
* xyz -1 1
Sr 0.371 -0.331 1.339
C -0.337 0.000 -3.148
Si 0.878 0.164 -1.672
C 2.129 -1.207 -2.288
C 2.985 -0.876 -3.350
C 3.882 -1.770 -3.901
C 3.942 -3.067 -3.414
C 3.089 -3.441 -2.394
C 2.190 -2.534 -1.820
P 0.959 -3.120 -0.580
C -0.012 -4.376 -1.560
C 0.497 -5.830 -1.563
C -0.179 -6.675 -2.660
C -1.530 -6.102 -3.064
C -1.343 -4.712 -3.681
C -0.191 -3.944 -3.021
C 1.798 -4.121 0.735
C 3.004 -5.021 0.449
C 3.602 -5.571 1.755
C 2.537 -5.904 2.810
C 1.188 -6.157 2.154
C 0.680 -4.864 1.520
C 1.735 1.882 -2.066
C 1.446 2.505 -3.291
C 1.814 3.810 -3.585
C 2.508 4.554 -2.648
C 2.826 3.974 -1.433
C 2.450 2.667 -1.126
P 2.895 1.936 0.504
C 4.675 1.447 0.199
C 4.837 0.730 -1.133
C 6.172 -0.022 -1.191
C 7.245 0.651 -0.330
C 7.057 2.160 -0.372
C 5.719 2.576 0.266
C 3.125 3.359 1.657
C 1.858 4.185 1.856
C 1.974 5.104 3.067
C 2.178 4.299 4.366
C 2.547 2.846 4.081
C 3.623 2.768 3.009
H 0.167 -0.090 -4.113
H -1.041 0.825 -3.198
H -0.939 -0.897 -3.024
H 2.960 0.132 -3.744
H 4.533 -1.458 -4.708
H 4.635 -3.785 -3.832
H 3.125 -4.461 -2.042
H -1.008 -4.380 -1.100
H 0.326 -6.284 -0.584
H 1.574 -5.849 -1.727
H -0.270 -7.711 -2.328
H 0.463 -6.697 -3.546
H -2.184 -6.043 -2.189
H -2.033 -6.766 -3.770
H -2.270 -4.137 -3.600
H -1.144 -4.805 -4.751
H -0.330 -2.869 -3.126
H 0.748 -4.153 -3.540
H 2.172 -3.354 1.410
H 3.766 -4.445 -0.080
H 2.723 -5.847 -0.211
H 4.305 -4.848 2.162
H 4.187 -6.465 1.524
H 2.426 -5.071 3.512
H 2.854 -6.763 3.406
H 0.456 -6.522 2.880
H 1.285 -6.940 1.396
H 0.337 -4.198 2.316
H -0.194 -5.069 0.896
H 0.905 1.957 -4.047
H 1.559 4.239 -4.546
H 2.799 5.576 -2.858
H 3.363 4.563 -0.703
H 4.902 0.730 0.992
H 4.783 1.478 -1.930
H 4.022 0.037 -1.308
H 6.513 -0.067 -2.229
H 6.016 -1.057 -0.880
H 8.244 0.373 -0.672
H 7.173 0.306 0.707
H 7.079 2.481 -1.417
H 7.880 2.680 0.122
H 5.346 3.462 -0.253
H 5.883 2.868 1.306
H 3.901 4.028 1.271
H 1.002 3.522 1.999
H 1.642 4.757 0.950
H 1.079 5.726 3.141
H 2.811 5.794 2.912
H 1.277 4.337 4.983
H 2.975 4.756 4.959
H 1.673 2.278 3.756
H 2.882 2.351 4.994
H 3.942 1.730 2.891
H 4.508 3.320 3.343
N -0.537 3.649 -0.378
C -1.184 3.419 0.784
N -1.100 2.297 1.447
C -1.808 2.420 2.638
C -2.405 3.612 2.870
S -2.083 4.674 1.549
C -1.888 1.213 3.477
C -2.221 1.057 4.777
S -2.201 -0.621 5.192
C -1.717 -0.988 3.600
N -1.599 0.043 2.807
N -1.399 -2.244 3.126
H -0.190 2.827 -0.858
H -0.930 4.342 -0.995
H -3.041 3.885 3.690
H -2.466 1.813 5.498
H -1.696 -3.026 3.691
H -1.620 -2.378 2.140
O -9.965 -5.633 0.717
S -9.749 -4.228 0.432
O -9.373 -3.424 1.576
O -10.727 -3.621 -0.451
C -8.270 -4.260 -0.625
N -8.409 -4.974 -1.749
C -7.351 -5.046 -2.537
C -6.144 -4.424 -2.244
C -6.121 -3.694 -1.067
N -7.174 -3.609 -0.263
C -4.915 -2.960 -0.583
C -4.929 -2.367 0.674
C -3.797 -1.713 1.114
N -2.660 -1.609 0.419
C -2.656 -2.175 -0.786
C -3.748 -2.835 -1.326
H -7.457 -5.627 -3.449
H -5.297 -4.528 -2.904
H -5.820 -2.421 1.283
H -3.811 -1.223 2.081
H -1.744 -2.075 -1.359
H -3.675 -3.236 -2.327
O 3.570 -1.308 0.610
C 3.454 -1.346 1.823
N 2.348 -0.787 2.453
S 1.721 -1.385 3.797
O 1.156 -0.229 4.498
O 3.059 -1.888 4.666
C 4.278 -2.071 4.077
C 5.293 -2.515 4.916
C 6.537 -2.791 4.380
C 6.782 -2.625 3.021
C 5.764 -2.176 2.203
C 4.503 -1.893 2.719
H 5.085 -2.649 5.967
H 7.326 -3.142 5.032
H 7.757 -2.841 2.610
H 5.910 -2.029 1.142
N -4.952 2.653 -4.249
C -4.548 2.140 -3.032
C -3.224 2.310 -2.587
N -2.825 1.838 -1.430
C -3.737 1.222 -0.675
C -5.038 1.063 -1.115
N -5.453 1.515 -2.298
H -4.245 2.737 -4.960
H -5.828 2.277 -4.578
H -2.499 2.817 -3.212
H -3.420 0.837 0.282
H -5.761 0.546 -0.497
*
```

Mulliken atomic charge list, values in e, 4 entries:
1. Sr 1.4842
2. C -1.3412
3. Si 0.9211
4. C 0.5990

=====

Below is C4H10N2O in the gas phase, with properties calculated with the ωB97M-V functional and the def2-TZVPD basis.

Values from the calculation:
* calculated total energy: -9338.260 eV
* HOMO energy: -8.981 eV
* SMILES string: CNC(=O)N(C)C
* gap between HOMO and LUMO: 9.7864 eV
* ΔE to the lowest compared entry with this formula, charge and spin: 16.8 kcal/mol
* F_max: 0.81 eV/A

```
! wB97M-V def2-TZVPD RIJCOSX def2/J DEFGRID3
* xyz 0 1
C 2.662 -0.217 -0.441
N 1.326 0.327 -0.437
C 0.324 -0.544 -0.064
O 0.587 -1.726 0.112
N -0.960 -0.051 0.053
C -1.949 -0.930 0.645
C -1.325 1.337 -0.113
H 3.052 -0.428 0.571
H 2.663 -1.189 -0.957
H 3.340 0.454 -0.971
H 1.207 1.323 -0.267
H -2.188 -0.630 1.677
H -1.538 -1.941 0.654
H -2.873 -0.918 0.053
H -0.811 1.774 -0.976
H -2.401 1.393 -0.316
H -1.123 1.951 0.780
*
```

Mulliken atomic charge list, values in e, 4 entries:
1. C -0.8302
2. N -0.2260
3. C 0.6061
4. O -0.6834